1.
{"formula": "C2H6N3", "method": "ωB97M-V with the def2-TZVPD basis set", "symbols": ["C", "C", "N", "N", "N", "H", "H", "H", "H", "H", "H"], "coordinates": [[-2.0856, -0.1163, -0.3913], [0.1329, 0.8104, 0.0542], [-0.9399, 0.2748, 0.0102], [1.0649, 1.5462, 0.5362], [1.4286, -1.1472, -0.1309], [-2.7138, -0.4994, 0.3567], [-2.4515, -0.1381, -1.4399], [0.9525, 2.5557, 0.8601], [1.9633, 1.2691, 0.2023], [0.9452, -1.7878, -0.7643], [1.3539, -1.5911, 0.8563]], "mulliken_charge": [-0.254, 0.508, -0.087, -0.373, -0.560, 0.311, 0.300, 0.297, 0.305, 0.263, 0.290], "e_tot_ha": -243.64788, "charge": 1, "homo_lumo_gap_ev": [8.53, 9.53]}


2.
{"formula": "C2H6N3", "method": "ωB97M-V with the def2-TZVPD basis set", "symbols": ["C", "C", "N", "N", "N", "H", "H", "H", "H", "H", "H"], "coordinates": [[1.1759, -0.8539, 1.7254], [-1.6435, 0.6689, -1.3146], [0.6942, -0.6093, 0.5635], [-0.6450, -0.0284, -1.6504], [-0.4951, 1.2781, -0.8707], [1.5035, -0.2812, 2.5237], [1.2404, -1.8428, 2.0191], [0.5106, 0.2719, 0.1295], [0.5464, -1.3518, -0.0610], [-2.6125, 0.6902, -1.6135], [-0.2749, 2.0584, -1.4508]], "mulliken_charge": [-0.050, 0.208, -0.089, -0.401, -0.454, 0.306, 0.273, 0.275, 0.317, 0.414, 0.202], "e_tot_ha": -243.66046, "charge": 1, "homo_lumo_gap_ev": 9.12}


3.
{"formula": "C2H6N3O", "method": "ωB97M-V with the def2-TZVPD basis set", "symbols": ["N", "C", "O", "N", "C", "N", "H", "H", "H", "H", "H", "H"], "coordinates": [[2.0836, 0.6648, -0.1626], [1.2594, -0.3699, -0.0703], [1.3234, -1.4704, 0.2347], [-0.1314, 0.1183, -0.5095], [-1.1564, 0.3136, 0.4497], [-1.1141, -0.8695, -0.5040], [1.5493, 1.5525, -0.0694], [3.0775, 0.5386, -0.1831], [-1.1006, 0.0302, 1.4664], [-1.9729, 1.1849, 0.3309], [-0.8724, -1.8475, -0.0812], [-1.6655, -1.0021, -1.3894]], "mulliken_charge": [-0.287, 0.521, -0.422, -0.211, -0.167, -0.212, 0.265, 0.269, 0.304, 0.262, 0.357, 0.321], "e_tot_ha": -318.97766, "charge": 1, "smiles": "NC(=O)N1C[NH2+]1", "homo_lumo_gap_ev": 11.76}


4.
{"formula": "C2H6N3O", "method": "ωB97M-V with the def2-TZVPD basis set", "symbols": ["C", "C", "N", "N", "N", "O", "H", "H", "H", "H", "H", "H"], "coordinates": [[-0.1785, -0.7967, -0.2755], [1.0554, 1.1779, -0.0897], [-2.3144, -0.1039, 0.0682], [-1.1767, 0.2324, -0.0394], [1.0038, -0.1967, 0.4131], [-3.4331, 0.0371, 0.1963], [-0.3774, -1.7820, -0.0977], [-0.0351, -0.7268, -1.3419], [1.6020, 1.3380, -1.1097], [1.0870, 1.9160, 0.7553], [0.9350, -0.4730, 1.4513], [1.8322, -0.6224, 0.0697]], "mulliken_charge": [-0.534, -0.471, 0.188, 0.163, -0.140, -0.424, 0.533, 0.349, 0.303, 0.314, 0.390, 0.330], "e_tot_ha": -318.80536, "charge": 1, "homo_lumo_gap_ev": [7.50, 10.01]}


5.
{"formula": "C2H6N3O2", "method": "ωB97M-V with the def2-TZVPD basis set", "symbols": ["C", "N", "N", "O", "N", "O", "C", "H", "H", "H", "H", "H", "H"], "coordinates": [[2.5405, -0.1276, 0.0534], [1.4055, -0.8845, 0.4565], [0.3024, -0.4962, -0.0308], [0.1776, 0.3162, -0.9712], [-0.8839, -1.1520, 0.5393], [-1.9771, -0.7730, -0.1558], [-2.5346, 0.5505, 0.0969], [3.0771, 0.4524, 0.8830], [2.4882, 0.6324, -0.7480], [3.2940, -0.8403, -0.4060], [-2.4049, 0.9697, -0.9716], [-1.9001, 1.0012, 0.8171], [-3.5847, 0.3513, 0.4373]], "mulliken_charge": [-0.678, -0.863, 1.382, -0.764, -0.725, -0.212, -0.529, 0.213, 0.321, 0.211, 0.163, 0.283, 0.200], "e_tot_ha": -394.38005, "charge": -1, "smiles": "C[N-][N+](=O)[N-]OC", "homo_lumo_gap_ev": [6.93, 6.93]}


6.
{"formula": "C2H6N3OS", "method": "ωB97M-V with the def2-TZVPD basis set", "symbols": ["N", "C", "N", "S", "N", "C", "O", "H", "H", "H", "H", "H", "H"], "coordinates": [[-1.0676, -0.8391, 1.6668], [-0.4884, -0.3610, 0.5911], [-0.6629, -0.9458, -0.5600], [0.3184, -0.5990, -2.1009], [1.3339, 0.4447, -1.3869], [0.6163, 1.4167, -0.4905], [0.0508, 0.8013, 0.7016], [-1.4363, -1.7565, 1.7280], [-0.7653, -0.3367, 2.6299], [-1.2879, -1.8200, -0.5335], [2.0145, -0.1346, -0.8777], [1.4042, 2.0448, -0.2146], [-0.0298, 2.0853, -1.1533]], "mulliken_charge": [-0.418, 0.778, -0.333, 0.171, -0.393, -0.198, -0.341, 0.226, 0.307, 0.274, 0.331, 0.334, 0.261], "e_tot_ha": -717.21440, "charge": 1, "smiles": "[NH2+]=C1NSNCO1", "homo_lumo_gap_ev": 9.84}


7.
{"formula": "C2H6N3P", "method": "ωB97M-V with the def2-TZVPD basis set", "symbols": ["C", "C", "N", "N", "N", "P", "H", "H", "H", "H", "H", "H"], "coordinates": [[-0.9449, -1.1428, 0.0741], [1.2544, -1.3487, 0.5657], [-1.4870, 0.0120, -0.1613], [-0.7859, 1.2278, -0.1410], [0.4063, 1.2038, 0.5445], [1.6280, 0.2453, -0.3358], [-1.6178, -2.1024, -0.0326], [1.2626, -2.1064, -0.2347], [-2.5676, 0.0632, -0.2714], [-0.6625, 1.4437, -1.1720], [0.7627, 2.1539, 0.6826], [2.7516, 0.3506, 0.4821]], "mulliken_charge": [-0.166, -0.341, -0.005, -0.420, -0.351, -0.041, 0.241, 0.152, 0.297, 0.277, 0.314, 0.045], "e_tot_ha": -585.13468, "homo_lumo_gap_ev": 7.62}


8.
{"formula": "C2H6N4O", "method": "ωB97M-V with the def2-TZVPD basis set", "symbols": ["C", "C", "N", "N", "N", "N", "O", "H", "H", "H", "H", "H", "H"], "coordinates": [[-0.5183, 0.4889, 1.9306], [0.3848, -0.6431, -2.2247], [-0.4729, 1.7441, 1.1729], [-0.3652, 1.7496, 0.0025], [0.1158, -0.5191, 1.1520], [-0.2144, -0.5616, -0.0860], [0.7517, -1.0062, -0.9001], [-0.1214, 0.6002, 2.8564], [-1.6449, 0.3338, 2.1352], [1.3636, -0.2399, -2.6741], [-0.2648, 0.1353, -2.0115], [-0.0915, -1.4995, -2.6761], [1.0774, -0.5825, 1.3231]], "mulliken_charge": [-0.337, -0.442, -0.084, -0.178, 0.047, -0.361, -0.182, 0.368, 0.214, 0.195, 0.317, 0.220, 0.224], "e_tot_ha": -373.86725, "homo_lumo_gap_ev": [8.46, 8.07]}


9.
{"formula": "C2H6N4O", "method": "ωB97M-V with the def2-TZVPD basis set", "symbols": ["H", "N", "C", "N", "N", "C", "N", "O", "H", "H", "H", "H", "H"], "coordinates": [[-1.4853, 2.1119, 0.0760], [-1.9816, 1.1782, -0.0446], [-1.4059, 0.0722, 0.0570], [-2.2616, -0.9270, -0.2258], [-0.0807, -0.3408, 0.5088], [1.1360, 0.3800, 0.1192], [2.2845, -0.3944, 0.0157], [3.4566, 0.1795, -0.3291], [-3.1638, -0.4262, -0.5387], [-1.6662, -1.7652, -0.7350], [0.1189, -1.2961, 0.7636], [0.9565, 1.6155, -0.1157], [4.0927, -0.3876, 0.4486]], "mulliken_charge": [0.207, -0.675, 0.510, -0.541, -0.220, 0.061, -0.425, -0.374, 0.317, 0.260, 0.290, 0.192, 0.399], "e_tot_ha": -373.91224, "smiles": "[H]/N=C(/N)N/C=N/O", "homo_lumo_gap_ev": 9.52}


10.
{"formula": "C2H6N4O", "method": "ωB97M-V with the def2-TZVPD basis set", "symbols": ["C", "N", "N", "C", "O", "N", "N", "H", "H", "H", "H", "H", "H"], "coordinates": [[1.0292, -1.5231, 0.4884], [-0.3081, -1.0419, 0.7906], [-1.1266, -0.8765, -0.2522], [-0.7081, 0.1631, -0.9093], [-0.9892, 0.3661, -2.2033], [0.0850, 1.0966, -0.2683], [-0.4362, 1.8297, 0.7534], [0.9957, -2.6179, 0.5795], [1.7168, -1.1599, 1.2521], [1.3939, -1.2653, -0.5109], [-0.8105, 1.2960, -2.4026], [0.2810, 2.2966, 1.2907], [-1.1232, 1.4366, 1.3920]], "mulliken_charge": [-0.526, -0.344, -0.300, 0.618, -0.440, -0.399, -0.271, 0.264, 0.221, 0.272, 0.359, 0.263, 0.283], "e_tot_ha": -373.89668, "smiles": "C/N=N\\C(O)=N/N", "homo_lumo_gap_ev": [7.58, 9.03]}


11.
{"formula": "C2H6N4O2", "method": "ωB97M-V with the def2-TZVPD basis set", "symbols": ["H", "N", "C", "N", "O", "C", "N", "H", "N", "O", "H", "H", "H", "H"], "coordinates": [[-1.1796, -1.3028, -1.2144], [-0.2293, -1.7037, -1.0262], [0.3482, -0.6650, -0.4291], [1.3866, -0.7885, 0.4095], [2.3881, 0.1798, 0.2887], [-0.3438, 0.7443, -0.4190], [0.0274, 1.9730, -0.5054], [1.0660, 1.9467, -0.7369], [-1.7797, 0.4849, -0.0132], [-2.1903, -0.5744, 0.6807], [1.8800, -1.7389, 0.1711], [2.2235, 0.8110, 1.1028], [-2.2472, 1.3308, 0.2614], [-1.3499, -0.6974, 1.4301]], "mulliken_charge": [0.365, -0.653, 0.139, -0.126, -0.455, 0.512, -0.730, 0.314, -0.372, -0.353, 0.338, 0.366, 0.291, 0.364], "e_tot_ha": -449.11812, "smiles": "[H]/N=C(NO)\\C(=N/[H])NO", "homo_lumo_gap_ev": 9.57}


12.
{"formula": "C2H6N4O2", "method": "ωB97M-V with the def2-TZVPD basis set", "symbols": ["H", "N", "C", "N", "O", "N", "C", "N", "O", "H", "H", "H", "H", "H"], "coordinates": [[1.3344, 1.5538, 1.4512], [1.6438, 0.7983, 0.8759], [0.7949, 0.5690, -0.0057], [1.1025, -0.4230, -0.9266], [2.1587, -1.2071, -0.4580], [-0.4808, 1.1471, -0.1908], [-1.6837, 0.4663, -0.5225], [-1.9962, -0.6992, -0.0610], [-0.9995, -1.3380, 0.7184], [0.3080, -1.0703, -0.9413], [2.3252, -0.8046, 0.4230], [-0.4907, 2.0653, -0.4073], [-2.4542, 0.9560, -1.1178], [-1.5625, -2.0134, 1.1626]], "mulliken_charge": [0.222, -0.751, 0.515, -0.327, -0.400, -0.123, 0.011, -0.454, -0.399, 0.368, 0.382, 0.195, 0.377, 0.383], "e_tot_ha": -449.18721, "smiles": "[H]/N=C(/NO)N/C=N\\O", "homo_lumo_gap_ev": 9.90}


13.
{"formula": "C2H6N4O2", "method": "ωB97M-V with the def2-TZVPD basis set", "symbols": ["C", "C", "H", "H", "H", "H", "H", "H", "N", "N", "N", "N", "O", "O"], "coordinates": [[-0.2707, 0.7886, -0.3309], [0.4279, -0.7695, -0.3970], [-1.8002, -1.4038, 0.1010], [-2.1924, -0.3094, 1.5382], [-2.3240, 1.5418, -0.7846], [2.2106, -1.7666, -0.8557], [2.9134, 0.1837, 1.4823], [1.0358, 1.6042, 0.3144], [-2.2852, -0.4456, 0.4037], [-1.7911, 0.6695, -0.4204], [1.7622, -0.7836, -0.1655], [2.4530, 0.5384, 0.1061], [0.1647, 1.9762, -0.4428], [-0.3041, -1.8240, -0.5489]], "mulliken_charge": [0.163, 0.616, 0.395, 0.256, 0.276, 0.341, 0.163, 0.515, -0.604, -0.148, -0.113, -0.704, -0.434, -0.720], "e_tot_ha": -448.96126, "homo_lumo_gap_ev": 7.52}


14.
{"formula": "C2H6N4S", "method": "ωB97M-V with the def2-TZVPD basis set", "symbols": ["H", "N", "C", "C", "N", "S", "N", "N", "H", "H", "H", "H", "H"], "coordinates": [[-0.9842, 1.8576, 0.9733], [-1.3451, 1.0171, 0.5761], [-0.3509, 0.3517, 0.0601], [0.8774, 1.1788, -0.2941], [2.0622, 0.7115, -0.3864], [2.5162, -0.8490, 0.3280], [-0.6604, -0.9446, -0.3382], [-2.0728, -1.2656, -0.1436], [0.8062, 2.2460, -0.6657], [3.7742, -0.7118, -0.0002], [-0.1817, -1.5383, -1.0930], [-1.9032, -1.7850, 0.8326], [-2.5380, -0.2686, 0.1509]], "mulliken_charge": [0.210, -0.769, 0.514, -0.073, -0.420, -0.133, -0.107, -0.723, 0.364, 0.172, 0.263, 0.273, 0.429], "e_tot_ha": -696.90307, "smiles": "[H]/N=C(\\C=N/S)NN", "homo_lumo_gap_ev": 9.41}


15.
{"formula": "C2H6N4S", "method": "ωB97M-V with the def2-TZVPD basis set", "symbols": ["H", "N", "C", "N", "C", "N", "H", "N", "S", "H", "H", "H", "H"], "coordinates": [[0.2404, -1.5201, -1.3110], [-0.6344, -1.5872, -0.8131], [-0.7529, -0.5173, -0.1074], [-1.7510, -0.3653, 0.8284], [0.0467, 0.7358, -0.2539], [-0.4206, 1.9015, -0.1392], [-1.4453, 1.8961, 0.1276], [1.4566, 0.6000, -0.5531], [2.4688, -0.3420, 0.4973], [-2.1929, -1.2500, 1.0658], [-1.5372, 0.1669, 1.6806], [1.7739, 1.5784, -0.6120], [2.7480, -1.2968, -0.4099]], "mulliken_charge": [0.264, -0.772, 0.502, -0.576, 0.455, -0.713, 0.306, -0.390, -0.133, 0.285, 0.259, 0.372, 0.142], "e_tot_ha": -696.99571, "smiles": "[H]/N=C(N)\\C(=N/[H])NS", "homo_lumo_gap_ev": 10.25}


16.
{"formula": "C2H6N4S", "method": "ωB97M-V with the def2-TZVPD basis set", "symbols": ["H", "N", "C", "N", "N", "C", "N", "S", "H", "H", "H", "H", "H"], "coordinates": [[2.6199, 1.8677, 0.6293], [1.7907, 1.4171, 0.2702], [2.0305, 0.1868, -0.0028], [1.0685, -0.7355, -0.4867], [-0.2229, -0.2100, -0.5405], [-1.1178, -0.8301, 0.3550], [-2.3386, -0.5891, 0.5753], [-3.0986, 0.7034, -0.3061], [3.0253, -0.2784, 0.0350], [1.3191, -1.3357, -1.2486], [-0.1606, 0.8136, -0.4196], [-0.5897, -1.6118, 0.8986], [-4.3259, 0.6019, 0.2409]], "mulliken_charge": [0.251, -0.634, -0.016, -0.313, -0.308, 0.120, -0.432, -0.178, 0.356, 0.226, 0.378, 0.390, 0.160], "e_tot_ha": -696.95146, "smiles": "[H]/N=C/NN/C=N\\S", "homo_lumo_gap_ev": 9.31}


17.
{"formula": "C2H6N4S", "method": "ωB97M-V with the def2-TZVPD basis set", "symbols": ["C", "C", "N", "N", "N", "N", "S", "H", "H", "H", "H", "H", "H"], "coordinates": [[0.0219, 1.1030, 0.0955], [-0.0951, 0.8034, 1.5883], [0.4744, -0.8340, -1.0456], [0.6217, -1.9316, -1.3116], [0.9140, 1.8414, -0.3130], [0.8455, -2.9807, -1.8499], [-1.7107, 1.2404, -0.5677], [0.1482, 1.7714, 2.0744], [0.6913, 0.0416, 1.8152], [-1.0671, 0.3153, 1.9494], [0.8791, 2.1041, -1.3301], [0.5849, -3.8801, -1.5047], [-2.3083, 0.4058, 0.3999]], "mulliken_charge": [0.557, -0.964, -0.078, 0.671, -0.602, -0.866, -0.222, 0.252, 0.245, 0.354, 0.262, 0.265, 0.125], "e_tot_ha": -696.88224, "homo_lumo_gap_ev": 9.57}


18.
{"formula": "C2H6N4S", "method": "ωB97M-V with the def2-TZVPD basis set", "symbols": ["C", "C", "N", "N", "N", "N", "S", "H", "H", "H", "H", "H", "H"], "coordinates": [[-1.4431, 0.2297, 0.5637], [-1.2527, -0.9949, -0.3482], [2.9101, 1.0014, -0.0373], [2.2269, -0.0786, -0.1157], [-0.4726, 1.2215, 0.1864], [1.0475, -0.3068, -0.1044], [0.3699, -1.7990, 0.1534], [-2.4789, 0.5698, 0.4635], [-1.1755, 0.1537, 1.5594], [-2.0213, -1.6315, -0.3260], [-0.9368, -0.7322, -1.4079], [3.8937, 0.8767, 0.1458], [-0.6671, 1.4902, -0.7327]], "mulliken_charge": [-0.338, -0.678, -0.708, 0.015, -0.492, 0.328, -0.034, 0.346, 0.300, 0.476, 0.311, 0.235, 0.239], "e_tot_ha": -696.78080, "homo_lumo_gap_ev": [7.26, 7.27]}


19.
{"formula": "C2H6N4S", "method": "ωB97M-V with the def2-TZVPD basis set", "symbols": ["C", "C", "N", "N", "N", "N", "S", "H", "H", "H", "H", "H", "H"], "coordinates": [[0.5861, -1.0549, -1.6846], [-0.1852, -1.3428, -0.3232], [0.4886, 2.1032, 2.2776], [-0.0548, -0.5292, 0.7613], [0.0637, 0.9290, 0.3869], [-0.2702, 1.7408, 1.3559], [-1.7750, 2.1740, 0.9636], [0.4742, -1.9547, -2.2468], [-0.0615, -0.3089, -2.2397], [1.6887, -0.9135, -1.5886], [0.0500, -2.3172, 0.1505], [-1.2211, -1.3790, -0.6573], [0.2167, 2.8532, 2.8444]], "mulliken_charge": [-0.967, -0.237, -0.701, -0.192, -0.358, 0.817, -0.177, 0.368, 0.275, 0.315, 0.339, 0.239, 0.278], "e_tot_ha": -696.77635, "homo_lumo_gap_ev": [7.81, 8.01]}